No. 1
C5H7FSi | ωB97M-V/def2-TZVPD

The value obtained for the orbital gap (alpha / beta) is 7.2 / 7.2 eV. The calculation puts the LUMO energy (alpha / beta) at -0.0496 / -0.0495 Eh. For the calculated total energy, the calculation gives -583.90293 Eh.

Structure (XYZ):
```
14
Properties=species:S:1:pos:R:3:forces:R:3
C 3.3898 1.2572 -0.7750 1.92 -0.64 0.56
C 2.1922 1.2372 -0.9189 -3.08 -0.01 0.36
C 0.0189 -1.7342 -1.0318 1.31 -0.99 -0.03
C -0.9173 -0.8289 -1.2563 0.56 0.21 -0.03
C -1.1792 1.1785 1.4320 -3.57 -0.56 -0.90
F -2.0144 1.7230 -1.2664 1.31 -0.68 0.88
Si -0.9787 0.7973 -0.4010 0.03 0.62 -1.02
H 4.4477 1.0644 -0.5587 -1.02 0.45 -0.40
H 0.1184 -2.6196 -1.7376 -0.01 1.14 1.23
H 0.7845 -1.5599 -0.2664 -0.21 -0.53 -0.20
H -1.3465 -1.0553 -2.2038 -1.38 0.65 -0.46
H -1.6328 0.2499 1.9586 0.62 1.57 -0.90
H -0.2515 1.3650 1.8242 2.32 0.53 1.16
H -1.8649 2.1133 1.5554 1.18 -1.78 -0.26
```
Forces are in eV/Å.


No. 2
C8H7Cl2CoN3O4Ru | ωB97M-V/def2-TZVPD

The value obtained for the orbital gap (alpha / beta) is 8.5 / 6.0 eV. The calculation puts the LUMO energy (alpha / beta) at -0.5517 / -0.6976 Eh. Its total charge is +4. For the calculated total energy, the calculation gives -3170.35693 Eh. Its spin multiplicity is 10.

Structure (XYZ):
```
26
Properties=species:S:1:pos:R:3:forces:R:3
Co -3.0979 0.5962 -2.9209 6.75 0.15 2.14
Ru -0.6915 -1.0365 -0.7875 -3.12 7.45 -1.44
Cl -1.9862 1.4254 -1.1100 0.52 -0.99 0.53
Cl -1.1260 -1.0799 -3.1248 0.54 0.00 0.24
C -0.3672 -2.8166 -0.7074 1.77 -15.80 1.09
C -4.5145 1.5347 -2.5328 -9.78 7.33 3.71
C -3.8976 -0.3841 -4.1456 -4.73 -7.00 -8.01
O -0.1740 -3.9829 -0.6414 -0.93 7.12 -0.50
O -5.3808 2.2084 -2.1427 4.55 -3.66 -2.20
O -4.3773 -1.0991 -4.9199 2.17 3.57 3.74
C 1.2273 -0.4710 3.8388 -0.46 -0.30 0.70
N 1.4130 -0.0510 2.4550 1.90 1.19 0.78
C 2.4633 0.7581 2.0945 -1.30 -1.32 2.37
C 2.6391 1.1594 0.8106 1.30 1.24 -1.12
C 1.7766 0.6592 -0.1803 -0.93 -0.58 -2.54
N 0.8788 -0.2612 0.2033 -0.12 0.70 -0.22
C 0.5313 -0.4815 1.5080 -2.30 -1.47 -0.60
O -0.5487 -1.0852 1.7094 2.25 1.24 -0.19
N 1.7528 0.9699 -1.4784 0.50 0.18 2.00
H 0.3221 -1.0735 3.9133 0.10 0.09 -0.01
H 1.1447 0.4070 4.4828 0.04 0.14 0.02
H 2.0889 -1.0610 4.1630 0.18 -0.01 -0.06
H 3.0961 1.0521 2.9320 0.12 0.12 -0.22
H 3.4238 1.8419 0.5145 0.28 0.17 0.27
H 2.3945 1.6554 -1.8520 0.29 0.25 -0.39
H 1.0092 0.6160 -2.0814 0.42 0.19 -0.11
```
Forces are in eV/Å.


No. 3
C4H9N2 | ωB97M-V/def2-TZVPD

The value obtained for the orbital gap is 9.4 eV. The calculation puts the LUMO energy at -0.1358 Eh. Its total charge is +1. For the calculated total energy, the calculation gives -266.90666 Eh.

Structure (XYZ):
```
15
Properties=species:S:1:pos:R:3:forces:R:3
C 1.3913 0.8371 0.4116 -4.93 -2.78 -0.10
C 1.4222 -0.5256 -0.2693 -0.66 0.41 -0.56
C -1.1322 -0.6836 0.5697 0.08 -0.33 2.43
C -0.5400 0.9296 -0.5548 1.35 -1.47 1.31
N -1.7582 0.5273 0.0588 1.56 0.55 -0.40
N -0.0974 -0.5464 -0.5103 0.16 -2.00 -1.43
H 1.0024 0.6470 1.4176 0.99 1.19 -0.02
H 1.9536 1.6081 0.0697 1.77 2.19 -0.30
H 1.9188 -0.5224 -1.2910 -0.67 -0.19 1.36
H 1.7572 -1.3777 0.3796 -0.34 0.71 -0.75
H -0.5557 -0.5890 1.5855 -1.53 -0.35 -1.55
H -1.7279 -1.6283 0.4281 0.58 1.02 0.70
H -0.6235 1.5077 -1.4514 0.44 0.30 -0.51
H -2.5483 1.1286 0.2894 0.44 -0.60 0.46
H -0.4625 -1.3125 -1.1333 0.73 1.35 -0.63
```
Forces are in eV/Å.


No. 4
C3H5NO4 | ωB97M-V/def2-TZVPD

The value obtained for the orbital gap is 10.9 eV. The calculation puts the LUMO energy at 0.0143 Eh. For the calculated total energy, the calculation gives -472.84213 Eh. As for the structure (SMILES): O=[N+]([O-])[C@H](O)[C@H]1CO1.

Structure (XYZ):
```
13
Properties=species:S:1:pos:R:3:forces:R:3
C -1.5362 -0.9164 -0.4001 2.69 -0.15 -0.32
C -0.9044 0.2045 0.3732 0.42 -0.62 -2.94
C 0.4643 0.8463 0.0493 -1.65 -0.23 -4.55
N 1.5110 -0.2021 -0.4315 -4.26 3.60 -1.65
O 1.5422 -0.3846 -1.6077 0.60 -1.14 -1.46
O 2.1334 -0.6345 0.4331 3.74 -2.90 3.34
O -1.0253 -1.0516 0.9332 0.47 -0.38 0.73
O 0.9207 1.4241 1.1511 1.24 0.88 1.20
H -2.5616 -1.1137 -0.4439 -1.55 0.34 -0.15
H -0.9431 -1.4488 -1.1955 -0.48 0.66 0.94
H -1.4922 1.0242 0.6602 -1.24 0.71 1.06
H 0.3563 1.4960 -1.0594 0.26 -1.23 3.68
H 1.5349 0.7566 1.5380 -0.24 0.45 0.10
```
Forces are in eV/Å.


No. 5
C3HNO | ωB97M-V/def2-TZVPD

The value obtained for the orbital gap is 8.7 eV. The calculation puts the LUMO energy at -0.0252 Eh. For the calculated total energy, the calculation gives -244.62046 Eh.

Structure (XYZ):
```
6
Properties=species:S:1:pos:R:3:forces:R:3
C -0.2754 2.1541 -0.3260 0.60 1.94 0.82
C 0.1224 0.8566 0.0284 -0.01 -1.80 -1.40
C -0.0660 -1.3368 0.2241 -2.40 -1.46 -0.15
N -0.8368 1.0307 -0.8086 -0.30 -0.83 -0.14
O 0.7635 -0.3467 0.3145 0.90 0.73 1.06
H 0.2924 -2.3578 0.5676 1.21 1.41 -0.19
```
Forces are in eV/Å.


No. 6
C9H21N3O16S2Sr | ωB97M-V/def2-TZVPD

The value obtained for the orbital gap is 7.7 eV. The calculation puts the LUMO energy at -0.0715 Eh. For the calculated total energy, the calculation gives -2550.13963 Eh.

Structure (XYZ):
```
52
Properties=species:S:1:pos:R:3:forces:R:3
Sr -0.5030 1.5538 3.2277 0.42 1.61 2.14
O 1.2880 0.7800 2.3174 -1.30 -0.15 -1.07
C 0.6304 -0.0853 1.3408 0.19 -1.28 1.64
C -0.8527 0.1908 0.9270 -0.13 2.37 -0.01
O -1.7928 0.4386 1.9785 1.39 0.28 -1.20
H 0.5715 -1.0494 1.8459 0.88 0.67 -0.61
H 1.3309 -0.1616 0.5092 -1.03 -0.18 -0.29
H -1.3783 -0.3947 0.1727 0.85 -1.02 0.96
H -0.7075 1.0932 0.3331 -0.48 0.30 0.40
C -0.9033 2.9254 -0.5612 1.09 1.66 -0.16
N -0.7283 4.2712 -1.2510 0.08 0.44 -1.67
O -1.4136 5.2096 -0.9685 -1.45 0.33 1.34
O 0.1535 4.3889 -2.0838 0.32 -1.36 0.28
H -0.4355 2.1977 -1.2243 -0.31 2.03 0.55
H -1.9014 2.6236 -0.2435 -0.10 0.69 -0.30
H -0.2574 3.1529 0.2869 -0.03 -0.65 0.28
C -3.3695 -1.4587 2.0088 -0.78 0.72 -0.04
N -4.7374 -1.8591 2.4596 1.00 -2.01 0.61
O -5.2323 -2.8537 1.9546 0.04 0.45 -0.81
O -5.1687 -1.3750 3.4723 -0.41 1.28 0.55
H -2.7022 -2.3205 2.0182 -2.14 0.96 -0.47
H -2.8881 -0.6713 2.5888 -1.10 -0.76 0.70
H -3.4241 -0.9048 1.0716 -0.31 -0.79 -0.34
C -0.9109 -2.7438 1.7182 0.83 -1.40 -0.13
N 0.3797 -3.4111 2.1179 1.17 -1.47 1.39
O 0.5011 -4.6324 2.2704 -1.25 1.72 -0.70
O 1.3092 -2.6524 2.3273 0.10 -0.47 0.05
H -0.9299 -2.9199 0.6427 -0.35 0.31 -0.05
H -0.8563 -1.6901 1.9919 -0.15 -0.83 -0.08
H -1.7825 -3.2096 2.1778 1.43 -1.11 0.10
C 3.3258 -0.1080 -0.1681 -0.98 -0.16 0.00
C 3.3135 1.2406 0.6095 1.71 -1.50 -0.90
O 4.0581 2.0442 -0.3014 1.81 0.95 -2.02
S 5.3398 1.2210 -1.0170 -2.34 -1.52 -1.58
O 6.3953 1.1686 -0.0747 0.51 0.51 -0.15
O 5.5751 1.4910 -2.4567 -0.99 -0.09 4.11
O 4.5488 -0.2527 -0.8937 0.62 1.72 0.03
H 2.5001 -0.1005 -0.8796 0.16 0.05 -0.42
H 3.1700 -0.9943 0.4471 0.40 0.13 0.20
H 3.9093 1.1130 1.5133 -0.37 0.29 0.27
H 2.3367 1.6937 0.7784 0.48 -0.19 -0.09
C -1.4495 0.6287 -3.2456 0.50 0.38 0.13
C -0.6915 0.2050 -1.9032 -2.45 -0.20 -2.53
O 0.3030 -0.6167 -2.3400 1.95 -2.14 -1.61
S -0.0020 -1.4851 -3.7654 -2.10 -0.84 2.24
O -0.6488 -2.7827 -3.4355 1.41 3.63 -0.87
O 1.2065 -1.4862 -4.5232 -1.25 0.48 0.30
O -1.1940 -0.3639 -4.2401 1.89 -2.07 0.30
H -1.0629 1.5602 -3.6590 0.08 0.17 0.21
H -2.5363 0.6922 -3.1921 0.10 -0.02 0.46
H -1.4071 -0.3627 -1.3085 0.13 0.28 -0.36
H -0.2786 1.0623 -1.3714 0.23 -2.20 -0.74
```
Forces are in eV/Å.


| no. | molar mass (g mol⁻¹) | strongest force on any atom (eV/Å) |
| --- | --- | --- |
| 1 | 114.19 | 3.720 |
| 2 | 440.07 | 15.933 |
| 3 | 85.13 | 5.657 |
| 4 | 119.08 | 5.818 |
| 5 | 67.05 | 2.810 |
| 6 | 579.03 | 4.229 |